{"formula": "C18H45MnO12P2", "method": "wB97M-V/def2-TZVPD", "symbols": ["Mn", "P", "P", "O", "O", "O", "O", "O", "O", "O", "O", "O", "O", "O", "O", "C", "C", "C", "C", "C", "C", "C", "C", "C", "C", "C", "C", "C", "C", "C", "C", "C", "C", "H", "H", "H", "H", "H", "H", "H", "H", "H", "H", "H", "H", "H", "H", "H", "H", "H", "H", "H", "H", "H", "H", "H", "H", "H", "H", "H", "H", "H", "H", "H", "H", "H", "H", "H", "H", "H", "H", "H", "H", "H", "H", "H", "H", "H"], "positions_angstrom": [[0.231, -0.056, -0.281], [3.598, 1.792, -0.452], [0.878, -2.044, -3.055], [1.340, -3.442, -2.421], [0.949, -0.935, -2.059], [1.804, -1.735, -4.347], [-6.069, 1.426, 4.551], [3.694, 3.294, -1.055], [2.259, 1.131, -0.581], [4.131, 1.966, 1.019], [-3.294, -0.458, 3.407], [0.931, -0.946, 1.355], [-0.627, -2.483, -3.703], [4.848, 0.966, -1.156], [-9.350, 2.298, 6.223], [-8.002, 2.466, 5.718], [-9.607, 1.488, 7.379], [-3.998, 0.722, 3.493], [-1.739, -3.287, -5.416], [1.349, -0.900, -5.354], [-5.292, 0.327, 4.130], [4.017, 0.923, 2.036], [-2.220, -0.462, 2.445], [-0.712, -3.665, -4.398], [5.005, 4.752, -2.251], [0.522, -4.877, -0.462], [5.206, 1.189, 3.001], [5.103, 1.132, -2.463], [1.374, -3.692, -1.034], [-7.323, 1.211, 5.160], [2.414, -0.380, -6.323], [4.812, 4.135, -0.864], [5.174, -0.284, -3.060], [-5.185, -0.263, 5.040], [-3.494, 1.400, 4.180], [4.012, -0.072, 1.591], [0.981, -2.778, -0.588], [3.039, 1.007, 2.510], [5.101, 2.140, 3.523], [4.637, 4.836, -0.048], [-1.527, 0.355, 2.650], [-2.280, -4.179, -5.732], [5.842, 5.449, -2.218], [-2.413, -2.549, -4.981], [4.394, -0.893, -2.603], [-1.111, -4.446, -3.751], [4.255, 5.448, -2.626], [0.420, -4.798, 0.621], [0.738, -0.867, 2.309], [5.176, 3.949, -2.968], [6.100, -0.856, -2.988], [-5.849, -0.314, 3.446], [-7.129, 0.576, 6.024], [-10.568, 1.884, 7.707], [2.894, -1.224, -6.818], [-9.643, 0.418, 7.172], [0.215, -3.971, -4.885], [6.004, 1.744, -2.499], [-2.382, -0.334, 1.374], [-7.322, 2.890, 6.456], [2.428, -3.685, -0.756], [0.886, -5.900, -0.559], [-7.940, 0.624, 4.480], [-8.164, 3.171, 4.903], [4.402, 1.721, -3.053], [-4.106, 1.071, 2.466], [-1.178, -2.876, -6.256], [1.926, 0.297, -7.025], [-1.685, -1.406, 2.545], [3.218, 0.203, -5.874], [4.753, -0.366, -4.062], [5.207, 0.333, 3.675], [6.129, 1.348, 2.444], [5.760, 3.670, -0.594], [-0.506, -4.894, -0.823], [-8.969, 1.847, 8.186], [0.537, -1.235, -6.000], [0.991, -0.050, -4.774]], "spin_multiplicity": 7, "lumo_energy_ev": [0.577, 0.528], "gap_ha": [0.187, 0.343]}